Entry 1:
{
  "formula": "C4H12N2O2",
  "method": "the ωB97M-V functional and the def2-TZVPD basis",
  "symbols": ["H", "H", "N", "H", "O", "H", "H", "H", "H", "C", "C", "C", "H", "H", "H", "O", "H", "C", "H", "N"],
  "positions_angstrom": [[-1.523, 1.293, 1.753], [2.110, 1.133, 0.409], [0.785, 1.349, -1.728], [2.870, -0.352, -0.160], [0.664, -1.834, 0.108], [2.232, -0.289, 1.486], [-0.122, -2.153, -0.352], [0.939, 1.458, -2.725], [-1.922, -0.867, 2.623], [-1.801, 0.482, 1.057], [0.326, 0.009, -1.417], [2.071, 0.050, 0.466], [-0.144, 0.018, 0.676], [0.684, -0.704, -2.167], [0.079, 2.023, -1.444], [-2.159, 0.732, -0.106], [-2.684, -1.349, 1.161], [0.740, -0.444, -0.047], [-0.838, 0.051, -1.324], [-2.307, -0.606, 1.731]],
  "mulliken_charge": [0.362, 0.356, -0.555, 0.371, -0.577, 0.385, 0.328, 0.209, 0.224, 0.005, -0.706, -1.507, -0.417, 0.465, 0.240, -0.621, 0.236, 1.288, 0.253, -0.337],
  "e_tot_ha": -419.55967,
  "fmax_ev_per_a": 3.53,
  "e_above_lowest_kcal_mol": 55.7,
  "spin_multiplicity": 1,
  "smiles": "C[C@H](O)CN.NC=O",
  "homo_ev": -8.8906
}



Entry 2:
{
  "formula": "C23H17ClN2O2S",
  "method": "the ωB97M-V functional and the def2-TZVPD basis",
  "symbols": ["H", "H", "C", "N", "O", "Cl", "C", "N", "C", "C", "H", "C", "C", "C", "C", "C", "O", "H", "H", "H", "C", "H", "H", "C", "H", "H", "C", "H", "H", "C", "H", "S", "C", "C", "C", "C", "C", "C", "H", "C", "C", "C", "C", "H", "H", "H"],
  "positions_angstrom": [[-2.004, 0.603, -1.158], [1.754, -1.351, -5.200], [3.312, -3.112, -2.071], [-0.668, 0.770, 0.461], [2.938, -1.412, 0.331], [3.911, -4.012, -0.717], [-1.718, -1.334, -0.323], [1.652, 1.109, 0.374], [-0.778, 1.809, 1.371], [-0.419, -1.945, -0.371], [-3.723, 5.215, 3.149], [-0.283, -3.305, -0.564], [-0.047, 3.560, 2.723], [-1.363, 3.562, 3.015], [3.594, -3.558, -3.369], [2.448, -1.990, -1.897], [2.579, 2.844, 1.461], [2.558, 0.696, 0.360], [-1.358, -5.167, -0.788], [-3.603, -4.111, -0.978], [-2.710, -3.505, -0.795], [4.243, -4.453, -3.509], [0.626, -3.841, -0.521], [-1.883, 4.516, 4.061], [-2.282, 5.890, 2.445], [-2.803, 0.330, 0.434], [2.086, -1.523, -0.530], [-3.824, -1.709, -0.594], [-2.465, 3.954, 4.771], [0.733, -1.042, -0.262], [-1.048, 4.927, 4.596], [-2.277, 2.382, 2.092], [0.278, 2.554, 1.713], [1.875, -1.359, -3.036], [0.598, 0.262, 0.187], [-1.860, 0.163, -0.169], [1.562, 2.205, 1.198], [-1.439, -4.095, -0.715], [0.706, 4.204, 3.146], [-2.749, 5.595, 3.408], [2.971, -2.984, -4.513], [-2.841, -2.133, -0.584], [2.175, -1.846, -4.307], [1.229, -0.485, -2.866], [3.184, -3.390, -5.493], [-2.868, 6.514, 4.036]],
  "mulliken_charge": [0.180, 0.327, 0.296, 0.224, -0.657, -0.181, 0.615, -0.088, 0.562, 1.051, 0.323, -0.775, -1.099, 0.642, -0.352, 0.149, -0.699, 0.284, 0.415, 0.362, -0.644, 0.343, 0.565, -0.582, 0.323, 0.511, -0.028, 0.428, 0.349, 0.223, 0.355, -0.295, 0.145, -0.318, 0.220, -1.129, 0.031, -0.757, 0.442, -1.076, -0.520, -0.696, -0.560, 0.364, 0.397, 0.333],
  "e_tot_ha": -2005.04169,
  "fmax_ev_per_a": 2.86,
  "e_above_lowest_kcal_mol": 4.8,
  "spin_multiplicity": 1,
  "smiles": "CCc1cc2c(s1)N1Cc3ccccc3C(C(=O)c3ccccc3Cl)=C1NC2=O",
  "homo_ev": -7.4832
}



Entry 3:
{
  "formula": "C11H25N5O7Yb",
  "method": "the ωB97M-V functional and the def2-TZVPD basis",
  "symbols": ["H", "C", "H", "H", "N", "C", "H", "H", "C", "O", "H", "H", "H", "H", "C", "O", "C", "O", "O", "H", "H", "C", "H", "H", "N", "H", "H", "C", "N", "C", "H", "H", "O", "H", "H", "H", "O", "C", "C", "O", "H", "C", "Yb", "H", "N", "H", "H", "H", "N"],
  "positions_angstrom": [[-3.011, 2.541, -0.624], [1.099, 2.677, -0.783], [-1.362, -5.066, 1.428], [-3.518, 0.210, -2.946], [0.753, 0.405, 3.655], [2.397, 3.425, -0.809], [0.594, -5.183, 0.660], [-2.431, -0.879, -2.051], [-1.180, -3.180, 0.429], [-2.386, 3.263, -0.350], [2.370, -1.512, 1.582], [-2.877, -4.141, 1.231], [1.489, 0.499, 4.337], [1.886, -0.303, -1.113], [1.123, -4.300, 0.289], [0.333, -0.955, -3.590], [-0.205, 4.822, -0.119], [1.708, -1.956, -1.081], [0.036, -0.163, 1.632], [0.680, 5.169, 0.435], [2.681, 3.698, 0.225], [0.146, -3.231, -0.050], [2.891, 0.180, 1.506], [-0.187, 0.717, 3.858], [-1.851, -2.065, -0.018], [-1.701, -3.638, 2.460], [0.793, -0.187, -3.970], [0.989, -0.107, 2.441], [0.933, 1.348, -0.927], [-0.119, 3.366, -0.414], [0.915, -1.284, -2.872], [1.705, -4.606, -0.587], [-3.206, 0.871, -1.019], [3.209, 2.835, -1.260], [-4.117, 0.554, -0.806], [2.980, -0.702, 3.036], [-2.565, -1.460, 0.877], [-1.802, -4.060, 1.444], [2.382, -0.564, 2.129], [2.139, 0.684, -1.124], [-1.111, 4.985, 0.484], [-2.691, 0.178, -2.234], [-1.160, 0.149, -0.186], [-1.862, 0.720, -2.713], [-1.179, 2.557, -0.385], [1.829, -3.989, 1.072], [2.281, 4.373, -1.368], [-0.277, 5.408, -1.050], [0.457, -2.100, -0.759]],
  "mulliken_charge": [0.450, 0.277, 0.424, 0.546, -0.418, -1.530, 0.388, 0.399, 0.191, -0.528, 0.085, 0.358, 0.203, 0.280, -1.322, -0.615, -1.389, -0.797, -0.606, 0.394, 0.326, 0.470, 0.199, 0.239, 0.213, 0.234, 0.312, 0.702, 0.334, 0.432, 0.360, 0.338, -0.638, 0.358, 0.367, 0.426, -0.655, -1.368, -0.741, -0.520, 0.429, -0.811, 1.335, 0.293, -0.028, 0.221, 0.429, 0.309, 0.642],
  "e_tot_ha": -2392.94500,
  "fmax_ev_per_a": 3.59,
  "e_above_lowest_kcal_mol": 9.2,
  "charge": 1,
  "spin_multiplicity": 2,
  "s2": 0.826,
  "homo_ev": [-10.4491, -9.6446]
}



Entry 4:
{
  "formula": "C11H86NO31",
  "method": "the ωB97M-V functional and the def2-TZVPD basis",
  "symbols": ["O", "H", "H", "H", "H", "H", "H", "H", "H", "H", "H", "H", "H", "H", "O", "O", "H", "H", "H", "N", "C", "H", "C", "H", "H", "C", "H", "C", "O", "O", "O", "H", "H", "H", "H", "O", "O", "H", "H", "H", "H", "O", "H", "O", "H", "O", "O", "O", "H", "H", "H", "O", "H", "O", "H", "O", "H", "H", "H", "O", "H", "H", "C", "O", "H", "H", "H", "H", "H", "H", "H", "O", "H", "C", "H", "H", "H", "H", "H", "O", "H", "O", "O", "H", "H", "H", "O", "H", "C", "H", "H", "H", "H", "H", "O", "H", "O", "H", "H", "H", "C", "H", "C", "H", "O", "H", "H", "H", "H", "H", "H", "O", "O", "H", "O", "O", "H", "H", "H", "O", "H", "H", "H", "H", "H", "C", "H", "C", "H"],
  "positions_angstrom": [[-4.145, 1.422, 4.111], [-1.126, 6.223, 2.676], [-1.410, -4.980, -3.005], [2.605, 4.456, -6.138], [-5.460, 0.782, 1.657], [4.528, -1.186, -1.134], [-4.019, -0.427, -1.171], [-0.891, -1.385, -1.246], [-2.136, -0.080, 6.075], [-2.255, 3.225, 5.581], [1.880, -3.522, -5.961], [2.457, 4.240, -4.629], [1.415, -0.159, 1.807], [-4.208, 1.324, 3.126], [3.364, -1.978, 2.176], [-4.664, 1.254, 1.435], [1.764, 4.590, 1.215], [-1.050, -3.748, -0.222], [-5.991, -4.918, 0.931], [-0.423, -0.928, 1.024], [-0.116, 1.479, 1.768], [-2.999, -2.861, 1.846], [-1.889, -1.145, 1.440], [1.617, 5.947, 1.937], [-5.092, 0.493, -0.934], [1.145, -0.552, -0.995], [-4.477, -5.158, 1.661], [0.252, -0.008, 1.907], [3.728, 3.094, -1.243], [-4.981, -4.879, 0.848], [-4.140, 0.397, -0.719], [-1.893, -1.206, 2.537], [0.949, 4.160, -0.057], [0.398, 3.408, 2.293], [-4.877, -2.231, -2.291], [3.043, 4.056, -5.367], [-2.858, 2.171, -2.649], [3.400, 3.968, -1.450], [0.488, 1.740, 0.881], [-1.106, -4.216, 1.345], [-2.652, -1.329, 5.339], [-3.719, -5.229, 3.395], [-3.433, -6.373, -1.321], [1.406, 3.818, 0.686], [4.604, 3.302, 1.940], [2.974, 1.880, -6.429], [-0.302, -6.934, -0.834], [1.155, -3.743, -5.457], [-3.080, 2.891, 4.248], [-3.449, -2.719, -2.325], [1.836, -1.250, -0.663], [3.367, 0.124, 3.979], [-2.954, -5.666, 3.724], [1.784, 5.683, 1.122], [3.544, 1.675, -7.224], [-0.816, 6.016, 3.471], [-2.548, -0.276, 1.216], [0.806, 2.098, -1.652], [-0.016, 5.838, -2.189], [4.513, 1.491, -3.026], [3.146, -2.934, -4.049], [0.008, -2.482, 2.296], [-2.464, -2.529, 1.016], [2.822, 2.479, 4.976], [3.109, 2.766, -0.689], [-0.343, -7.662, -1.645], [3.423, -1.365, 2.746], [1.665, 2.252, 2.609], [3.562, -1.525, 1.269], [-3.544, 2.887, -2.921], [2.772, 5.162, 1.210], [-2.336, 3.345, 4.521], [0.125, 1.440, -3.298], [-1.290, -3.337, 0.851], [4.640, 0.465, -2.736], [-1.422, 2.784, -3.702], [4.429, 2.026, -2.236], [-1.130, -6.464, -0.840], [0.106, 4.292, -2.788], [-3.851, -1.974, -2.238], [0.724, -0.830, -2.945], [-2.250, -0.440, 5.144], [4.311, -0.732, -0.253], [-1.252, 5.239, 3.857], [-4.320, -5.698, 3.948], [0.337, 2.365, 3.840], [4.001, 2.638, 2.045], [2.325, -0.281, -3.017], [1.314, -0.104, -2.490], [1.865, 1.878, -3.199], [-4.443, 1.273, 0.488], [4.554, 1.846, 2.169], [5.094, -0.063, -0.190], [3.323, -1.835, -4.927], [-2.439, -4.691, -2.750], [1.034, -2.672, 0.551], [5.241, -1.388, -2.411], [-2.519, 3.554, -1.064], [6.124, -1.225, -2.725], [0.800, -3.059, -4.901], [-0.014, -2.407, 1.172], [-0.181, -6.213, 3.159], [-0.337, -0.609, -0.524], [3.432, -0.123, 4.894], [-2.954, -5.662, -0.964], [-1.099, 1.605, 1.756], [-2.916, -2.661, 0.124], [-3.768, -5.353, -0.613], [-3.622, 0.586, 4.354], [3.210, 2.505, -5.776], [2.785, 0.868, 3.994], [-1.843, 3.997, -0.606], [-0.616, 3.218, -3.995], [-2.673, -4.844, -1.815], [-0.997, -6.302, 3.553], [3.790, -2.588, -4.547], [2.082, 3.027, 5.343], [-0.971, 0.293, -0.973], [3.035, 2.680, 4.055], [0.550, 5.086, -2.198], [1.441, 0.216, -0.536], [-1.009, 4.333, -1.205], [-0.485, 2.690, -4.841], [-0.975, -7.218, 3.903], [0.038, -0.383, 2.934], [0.510, 2.438, 2.654], [-3.268, 1.595, -1.867], [0.992, 1.367, -2.689], [4.761, -1.700, -3.333]],
  "mulliken_charge": [-0.802, 0.286, 0.294, 0.338, 0.250, 0.391, 0.235, 0.277, 0.274, 0.286, 0.294, 0.291, -0.083, 0.426, -0.608, -0.710, 0.104, -0.023, 0.276, 1.444, 0.167, 0.509, -0.294, 0.359, 0.315, -0.678, 0.411, -0.807, -0.637, -0.678, -0.509, -0.025, 0.035, 0.516, 0.341, -0.667, -0.756, 0.301, -0.632, 0.717, 0.299, -0.587, 0.348, -0.359, 0.239, -0.669, -0.686, -0.625, 0.366, 0.151, 0.657, -0.597, 0.297, -0.610, 0.268, -0.629, 0.240, -0.108, 0.276, -0.648, 0.330, 0.341, -0.917, -0.699, 0.232, 0.332, 0.383, -0.647, 0.366, 0.306, 0.462, -0.592, 0.187, -0.425, 0.342, 0.370, 0.371, 0.399, 0.371, -0.661, 0.654, -0.610, -0.776, 0.326, 0.291, 0.194, -0.472, -0.327, -0.728, 0.352, 0.347, 0.233, 0.244, 0.345, -0.847, 0.205, -0.654, 0.301, 0.279, 0.324, -0.413, 0.282, 0.279, 0.226, -0.506, 0.728, 0.349, 0.193, 0.454, 0.447, 0.456, -0.615, -0.632, 0.503, -0.605, -0.709, 0.318, -0.574, 0.364, -0.614, 0.284, 0.278, 0.388, 0.293, 0.516, -0.371, 0.351, -0.438, 0.379],
  "e_tot_ha": -2857.08233,
  "fmax_ev_per_a": 11.22,
  "e_above_lowest_kcal_mol": 146.0,
  "charge": 1,
  "spin_multiplicity": 1,
  "homo_ev": -11.4436
}



Entry 5:
{
  "formula": "CH10N2O4Rb",
  "method": "the ωB97M-V functional and the def2-TZVPD basis",
  "symbols": ["C", "H", "O", "H", "O", "H", "O", "H", "H", "H", "N", "H", "H", "H", "O", "N", "Rb", "H"],
  "positions_angstrom": [[0.675, -1.372, -1.927], [1.607, -2.226, -3.401], [-0.033, -0.465, -1.461], [0.444, -1.345, 1.903], [0.649, -0.510, 2.322], [1.490, -3.206, -1.598], [-2.523, 1.853, 0.408], [-2.742, 2.548, -0.212], [-1.448, 2.894, 2.860], [-0.154, 3.538, 3.311], [1.069, -1.421, -3.115], [1.513, -0.643, 2.712], [-3.289, 1.279, 0.406], [0.736, -2.608, -0.280], [-0.541, 3.037, 2.592], [1.004, -2.400, -1.231], [0.427, 1.666, 0.436], [1.115, -0.618, -3.727]],
  "mulliken_charge": [0.656, 0.169, -0.704, 0.292, -0.576, 0.144, -0.537, 0.296, 0.289, 0.273, -0.342, 0.313, 0.285, 0.179, -0.519, -0.313, 0.852, 0.243],
  "e_tot_ha": -478.52725,
  "fmax_ev_per_a": 7.25,
  "charge": 1,
  "spin_multiplicity": 1,
  "homo_ev": -13.2681
}